(1)
DFT (ωB97M-V/def2-TZVPD) results for a 11-piece molecular cluster, H22O11 overall in a non-equilibrium geometry.

Summary:
Molar mass, g/mol: 198.16
Gap between HOMO and LUMO, eV: 9.92
LUMO level, eV: -0.537
ΔE to the lowest compared entry with this formula, charge and spin, kJ/mol: 497.6
Multiplicity: 1
Total energy, hartree: -840.6906
HOMO energy, eV: -10.46
SMILES: O.O.O.O.O.O.O.O.O.O.O

```
33
Properties=species:S:1:pos:R:3:mulliken_charge:R:1
O -1.53389 -0.00176 -2.60402 -0.546
O 4.98474 1.20537 -0.41754 -0.640
O -4.31228 1.56708 1.01519 -0.643
O -3.64323 -1.44208 -1.88809 -0.638
O -1.20684 -2.79219 3.45813 -0.611
O 2.58725 -0.94032 -0.22990 -0.609
O 4.14699 -0.35395 3.38940 -0.587
O -0.83436 -2.13367 -2.75166 -0.561
O -0.02626 0.73892 0.83198 -0.652
O 2.26422 0.17612 2.23391 -0.547
O -2.29670 3.06308 -1.82006 -0.565
H 2.03732 -0.30411 -0.55808 0.237
H -4.28195 -1.72476 -1.20037 0.292
H -2.89986 -1.51887 -1.34120 0.268
H 2.59157 0.63046 1.48506 0.300
H -0.79725 -1.41309 -3.41157 0.331
H -1.43460 0.94374 -2.87931 0.182
H 0.48090 0.03851 0.35692 0.345
H -0.36418 1.34166 0.26518 0.252
H -0.17488 -2.79545 -3.15294 0.275
H 4.34100 1.82082 0.10765 0.321
H -3.75390 2.00472 0.37240 0.315
H -1.63308 -2.18927 2.79851 0.319
H -1.64018 -2.74226 4.23451 0.293
H 4.43862 -0.52122 2.40567 0.306
H 4.87356 0.13663 3.73763 0.282
H 3.03094 -0.62477 0.58143 0.287
H 1.30239 0.27229 2.08016 0.362
H -2.04780 2.73669 -2.65400 0.262
H -4.68366 0.69582 0.58792 0.315
H 4.36690 0.73289 -0.97243 0.341
H -2.43177 -0.07666 -2.52280 0.387
H -1.44975 3.46963 -1.53768 0.327
```

***

(2)
DFT (ωB97M-V/def2-TZVPD) results for a 11-piece molecular cluster, H22O11 overall in a non-equilibrium geometry.

Summary:
Molar mass, g/mol: 198.17
Gap between HOMO and LUMO, eV: 10.74
LUMO level, eV: 0.227
ΔE to the lowest compared entry with this formula, charge and spin, kJ/mol: 103.7
Multiplicity: 1
Total energy, hartree: -840.8406
HOMO energy, eV: -10.52
SMILES: O.O.O.O.O.O.O.O.O.O.O

```
33
Properties=species:S:1:pos:R:3:mulliken_charge:R:1
O -1.50123 -1.10307 -0.87993 -0.716
O 0.93248 -2.36940 -1.94545 -0.626
O 3.64027 -0.91120 -1.06371 -0.603
O 1.82784 1.21380 -1.97362 -0.659
O 0.12817 2.16452 0.66096 -0.716
O 1.63480 -0.21319 3.40491 -0.649
O -1.57175 1.65066 -1.45540 -0.707
O -0.91689 -1.30034 2.19415 -0.755
O -2.01338 1.06086 1.97564 -0.598
O -3.92134 0.18187 -1.94266 -0.612
O 1.40118 -0.52459 0.60413 -0.538
H -1.61103 -0.60076 2.40937 0.408
H 1.31203 -2.07627 -2.75850 0.293
H 2.20259 -0.34586 2.57345 0.347
H 3.19716 -0.95726 -1.99739 0.307
H 4.55899 -0.60689 -1.25988 0.284
H 0.51134 -0.84105 0.94396 0.319
H 1.87326 -1.35766 0.23206 0.332
H -2.43689 -1.16438 -1.16900 0.263
H 0.13652 -1.83918 -1.66304 0.391
H -4.88365 0.16157 -2.02796 0.278
H 2.17569 -0.51871 4.14005 0.286
H 1.08651 0.69224 -2.33935 0.328
H -0.99577 2.16193 -0.88332 0.393
H -1.17487 1.49757 1.82748 0.329
H -3.50642 1.00541 -1.83397 0.325
H -2.56317 1.79839 2.24016 0.284
H 2.23875 0.76372 -1.19110 0.342
H -1.58584 0.72125 -1.01299 0.464
H -0.09561 -1.07398 2.61619 0.301
H -1.37031 -1.36364 0.06789 0.330
H 0.59725 1.39635 0.31118 0.322
H 0.69331 2.69729 1.19571 0.253
```

***

(3)
DFT (ωB97M-V/def2-TZVPD) results for a 11-piece molecular cluster, H22O11 overall.

Summary:
Molar mass, g/mol: 198.17
Gap between HOMO and LUMO, eV: 10.10
LUMO level, eV: -0.583
ΔE to the lowest compared entry with this formula, charge and spin, kJ/mol: 137.4
Multiplicity: 1
Total energy, hartree: -840.8278
HOMO energy, eV: -10.68
SMILES: O.O.O.O.O.O.O.O.O.O.O

```
33
Properties=species:S:1:pos:R:3:mulliken_charge:R:1
O 0.55197 -0.07226 -4.09455 -0.630
O 2.04057 -1.27408 1.50723 -0.553
O -1.25647 -2.57622 -1.90457 -0.616
O -3.38983 2.78809 -0.19963 -0.646
O -4.20759 -0.18065 -0.65716 -0.597
O -1.11723 -2.49325 1.33964 -0.622
O -1.92768 1.00070 1.51170 -0.587
O 3.00925 1.12344 0.46592 -0.672
O 4.27520 -0.78270 -1.36258 -0.618
O 0.93966 1.71429 2.15968 -0.691
O -0.14562 -0.31067 -0.42847 -0.373
H 5.14685 -0.81033 -0.95847 0.312
H 3.44597 1.94828 0.23635 0.285
H 0.49014 -0.39874 -3.19051 0.321
H 3.71821 -0.31513 -0.72664 0.312
H -1.57447 -1.95700 1.99144 0.266
H 1.18250 2.47446 2.70112 0.294
H 1.05885 0.74166 -4.02713 0.303
H -4.59789 -0.83460 -0.07020 0.294
H -0.45376 0.42509 0.11563 0.203
H -1.01159 -1.78790 -1.40104 0.259
H -3.26887 -0.39875 -0.66430 0.297
H 2.67169 -0.65484 1.11580 0.410
H -0.57485 -1.86233 0.84034 0.354
H 2.55881 -2.02556 1.80896 0.264
H -2.91561 2.11364 0.30311 0.384
H -2.39473 0.54882 2.22163 0.230
H -1.40396 -2.26432 -2.80286 0.330
H 1.13872 0.93635 2.70223 0.361
H 0.81671 -0.27232 -0.37897 0.200
H -1.42973 1.70581 1.94464 0.288
H 2.19134 1.36521 0.95573 0.312
H -3.56657 2.38581 -1.05410 0.325
```

***

(4)
DFT (ωB97M-V/def2-TZVPD) results for a 11-piece molecular cluster, H22O11 overall.

Summary:
Molar mass, g/mol: 198.17
Gap between HOMO and LUMO, eV: 9.72
LUMO level, eV: -0.340
ΔE to the lowest compared entry with this formula, charge and spin, kJ/mol: 106.5
Multiplicity: 1
Total energy, hartree: -840.8396
HOMO energy, eV: -10.06
SMILES: O.O.O.O.O.O.O.O.O.O.O

```
33
Properties=species:S:1:pos:R:3:mulliken_charge:R:1
O -2.14583 -0.85094 1.09591 -0.659
O -0.43841 2.41483 2.67429 -0.657
O -1.89019 -2.11831 -1.37217 -0.686
O 2.31805 0.54420 -2.02029 -0.656
O 0.18125 3.13836 0.01045 -0.684
O -0.04434 -0.84312 2.98666 -0.620
O 1.50422 -3.05398 -0.92818 -0.557
O 3.12969 0.30611 3.14414 -0.624
O 0.02689 2.23893 -2.58590 -0.665
O -1.80437 0.09488 -3.30888 -0.668
O 0.42905 0.01679 -0.01823 -0.503
H -0.07326 2.46599 -0.64906 0.400
H 3.64087 -0.48587 3.34283 0.315
H -0.02350 -0.70114 -0.48078 0.326
H -1.97687 -0.59926 -2.64519 0.364
H 2.09206 -3.75794 -1.22151 0.267
H 1.74830 0.23999 -1.29467 0.355
H -1.53588 -0.96260 1.85083 0.342
H 0.34626 -0.19994 0.91768 0.151
H -2.60305 -2.74307 -1.54234 0.298
H 2.14763 1.49107 -2.07626 0.337
H -0.11685 1.28416 -2.68630 0.424
H -3.01358 -0.69441 1.48420 0.288
H -0.26700 3.93945 -0.27670 0.279
H 2.53890 0.04419 2.42820 0.308
H 0.04007 -1.78703 3.17511 0.243
H -1.54078 -0.38180 -4.10293 0.312
H -0.71944 1.49910 2.74434 0.296
H -2.00107 -1.84574 -0.43629 0.391
H 0.47072 -0.40651 3.68250 0.306
H -0.74374 2.63682 -3.00476 0.257
H -0.39814 2.58545 1.71011 0.407
H 0.72235 -3.50865 -0.59683 0.312
```

***

(5)
DFT (ωB97M-V/def2-TZVPD) results for a 11-piece molecular cluster, H22O11 overall in a non-equilibrium geometry.

Summary:
Molar mass, g/mol: 198.17
Gap between HOMO and LUMO, eV: 9.27
LUMO level, eV: -0.693
ΔE to the lowest compared entry with this formula, charge and spin, kJ/mol: 425.6
Multiplicity: 1
Total energy, hartree: -840.7180
HOMO energy, eV: -9.96
SMILES: O.O.O.O.O.O.O.O.O.O.O

```
33
Properties=species:S:1:pos:R:3:mulliken_charge:R:1
O 0.24346 -2.11144 2.43525 -0.671
O -2.33793 -1.33788 1.18689 -0.708
O 2.93318 -2.36425 2.04561 -0.599
O 1.47639 -0.35093 -2.60417 -0.640
O -1.66308 2.50438 -2.33766 -0.750
O -1.98284 1.21305 0.60850 -0.550
O 1.10828 -1.73485 -0.45875 -0.595
O 1.18587 2.61852 2.58893 -0.627
O 0.85530 0.82708 0.43344 -0.649
O -1.59605 -0.22179 -1.89695 -0.626
O 0.75913 2.48385 -2.18362 -0.689
H 2.02748 -2.06973 -0.60696 0.291
H -1.40646 -1.08384 -1.80063 0.229
H 0.22524 -3.07358 2.95077 0.325
H -1.92503 -0.46660 0.97163 0.502
H 2.09585 -2.63566 2.03883 0.353
H 0.08259 1.08704 -0.07287 0.361
H 0.43902 -2.41298 -0.43262 0.263
H 1.21436 2.83512 -1.37302 0.382
H 1.01519 1.60516 -2.04659 0.315
H -1.79948 1.48239 -2.23237 0.377
H 1.35895 1.83824 1.94736 0.355
H 0.73425 -0.19781 0.42057 0.268
H 0.50397 2.16724 2.97983 0.270
H -2.36684 1.93222 1.21732 0.265
H -3.12706 -1.53208 0.62478 0.270
H 2.85313 -1.42413 2.07164 0.292
H -0.46683 -2.01991 1.79094 0.289
H -2.56254 -0.43193 -1.71671 0.279
H 1.11124 -0.67608 -1.91155 0.357
H 2.31866 -0.25013 -2.21050 0.316
H -0.74258 2.66142 -2.29565 0.465
H -2.56483 1.13990 -0.13166 0.279
```

***

(6)
DFT (ωB97M-V/def2-TZVPD) results for a 11-piece molecular cluster, H22O11 overall in a non-equilibrium geometry.

Summary:
Molar mass, g/mol: 198.17
Gap between HOMO and LUMO, eV: 9.08
LUMO level, eV: -0.441
ΔE to the lowest compared entry with this formula, charge and spin, kJ/mol: 223.1
Multiplicity: 1
Total energy, hartree: -840.7951
HOMO energy, eV: -9.53
SMILES: O.O.O.O.O.O.O.O.O.O.O

```
33
Properties=species:S:1:pos:R:3:mulliken_charge:R:1
O 1.31836 2.53573 2.86717 -0.682
O 2.83074 -0.40683 2.42887 -0.643
O -1.34784 -2.34174 -1.41161 -0.561
O 2.03803 1.49170 0.54089 -0.645
O -3.34729 -0.70636 -1.54789 -0.717
O 0.35389 -1.15840 2.97458 -0.589
O -2.68956 0.28819 0.98480 -0.683
O 1.61671 -1.98971 0.10198 -0.668
O 0.57378 0.56405 -2.62014 -0.656
O -0.29397 -0.03421 0.26610 -0.910
O -1.84326 0.84881 -3.63227 -0.675
H 2.30808 -1.43233 -0.13588 0.291
H 1.11968 -0.21367 -2.78204 0.294
H -1.92702 -3.11792 -1.29980 0.272
H 0.86991 -1.41251 0.34076 0.439
H -3.01965 -0.19862 -2.32268 0.396
H 0.39194 0.55493 0.46770 0.381
H 1.79019 1.87430 1.37803 0.401
H -0.80351 -2.46536 -2.18145 0.269
H -3.28920 0.35741 0.24619 0.326
H -0.96605 0.85490 -3.22529 0.401
H 0.55791 -1.17161 3.88749 0.299
H 2.12862 -1.07350 2.35194 0.423
H 0.97665 1.13156 -3.24664 0.287
H 0.40100 2.24560 2.94332 0.317
H -2.49703 -1.15962 -1.32962 0.348
H -1.79025 1.64649 -4.24187 0.321
H 2.28743 2.14063 -0.05863 0.224
H 2.64946 0.15865 1.72272 0.325
H 0.01169 -0.27251 2.82550 0.302
H 1.57864 2.38790 3.77651 0.332
H -1.78812 0.24509 0.57325 0.550
H -0.19993 -0.17102 -0.64199 0.229
```

***

(7)
DFT (ωB97M-V/def2-TZVPD) results for a 11-piece molecular cluster, H22O11 overall in a non-equilibrium geometry.

Summary:
Molar mass, g/mol: 198.16
Gap between HOMO and LUMO, eV: 9.75
LUMO level, eV: -0.242
ΔE to the lowest compared entry with this formula, charge and spin, kJ/mol: 532.8
Multiplicity: 1
Total energy, hartree: -840.6772
HOMO energy, eV: -9.99
SMILES: O.O.O.O.O.O.O.O.O.O.O

```
33
Properties=species:S:1:pos:R:3:mulliken_charge:R:1
O -0.16160 3.97121 -0.58166 -0.597
O 0.00281 0.34976 -0.74209 -0.651
O -4.34525 0.68041 -1.77998 -0.539
O 1.15545 3.25301 2.99776 -0.617
O -3.40273 -1.45788 -1.65250 -0.526
O 5.41697 -1.87376 -0.05060 -0.593
O -2.20767 -0.85444 3.49283 -0.587
O -2.40308 -0.27865 -0.23507 -0.636
O -1.21146 -2.87254 0.25420 -0.574
O 3.25360 -3.58319 -0.10859 -0.626
O 3.83972 2.58341 -2.34510 -0.610
H 1.56207 3.54968 3.85473 0.328
H 0.83575 4.07354 -0.52393 0.309
H -2.03962 -3.02075 -0.13791 0.242
H 2.96953 2.34022 -2.50744 0.311
H -5.14842 1.14164 -1.71834 0.268
H -2.56246 -1.50741 2.97938 0.319
H -2.98051 -1.60928 -2.43602 0.278
H -0.34665 4.91188 -0.67824 0.297
H 3.51971 -4.06712 -0.89168 0.310
H -2.51894 0.34468 0.54700 0.301
H 4.94920 -1.10563 0.45628 0.299
H -1.61286 -0.39578 2.91713 0.273
H 0.81338 2.40805 3.09126 0.291
H -1.59290 -0.78252 -0.05078 0.357
H 6.12436 -1.36543 -0.42504 0.309
H 3.82078 2.30184 -1.41108 0.300
H -3.41424 -2.31161 -1.20532 0.194
H -3.78336 1.13584 -1.13700 0.291
H 2.46483 -3.08012 -0.43257 0.300
H 0.72464 0.02919 -0.10472 0.301
H -0.99162 -3.59842 0.85017 0.306
H -0.72944 0.69016 -0.28504 0.373
```

***

Look up the multiplicity of the fourth one. 1

***

What is the ΔE to the lowest compared entry with this formula, charge and spin in the third record? 137.4 kJ/mol